Entry 1:
21
Properties=species:S:1:pos:R:3:lowdin_charge:R:1 method="wB97M-V/def2-TZVPD" e_lumo_ev=0.9 smiles="CC(=C=N)[C@H](N)N(C)N" homo_lumo_gap_ev=8.4
C 2.08 0.53 -1.63 -0.061
C 0.97 -0.01 -0.78 -0.270
C 0.33 -1.16 -0.99 -0.193
N 0.36 -2.40 -1.13 0.130
C 0.14 0.92 0.05 -0.305
N 0.72 1.37 1.25 0.068
N -1.08 -0.14 0.27 -0.271
C -1.09 -0.96 1.48 -0.101
N -2.31 0.54 0.04 0.024
H 1.73 1.37 -2.24 0.075
H 2.91 0.90 -1.01 0.071
H 2.45 -0.26 -2.28 0.077
H -0.45 -2.85 -1.54 0.057
H -0.27 1.76 -0.52 0.140
H 1.28 0.67 1.73 0.088
H 1.10 2.31 1.23 0.083
H -1.89 -1.71 1.41 0.084
H -0.14 -1.49 1.54 0.078
H -1.26 -0.35 2.38 0.074
H -2.56 1.09 0.87 0.074
H -3.04 -0.15 -0.12 0.076


Entry 2:
86
Properties=species:S:1:pos:R:3:lowdin_charge:R:1 method="wB97M-V/def2-TZVPD" e_lumo_ev="2.3 / 2.3" spin_multiplicity=3 total_charge=-1 homo_lumo_gap_ev="4.5 / 6.6"
Ti -0.41 0.09 -0.31 0.627
Cl -0.93 2.11 1.35 0.911
C -0.99 1.51 2.97 -0.572
C -0.80 2.39 4.02 -0.098
C -0.86 1.92 5.32 -0.092
C -1.08 0.57 5.56 -0.092
C -1.29 -0.29 4.50 -0.079
C -1.26 0.15 3.17 -0.337
P -1.62 -0.88 1.69 1.014
C -2.32 -2.36 2.53 -0.362
C -3.65 -2.75 2.40 -0.092
C -4.07 -4.00 2.84 -0.088
C -3.16 -4.89 3.38 -0.102
C -1.82 -4.52 3.50 -0.096
C -1.41 -3.28 3.07 -0.129
C -3.09 0.03 1.06 -0.391
C -4.02 0.62 1.93 -0.105
C -4.89 1.59 1.47 -0.087
C -4.84 2.02 0.15 -0.086
C -3.93 1.43 -0.73 -0.058
C -3.06 0.46 -0.28 -0.168
H -0.62 3.44 3.81 0.105
H -0.73 2.61 6.15 0.099
H -1.10 0.20 6.57 0.098
H -1.49 -1.34 4.69 0.090
H -4.37 -2.07 1.96 0.096
H -5.11 -4.28 2.75 0.099
H -3.48 -5.87 3.72 0.093
H -1.10 -5.22 3.91 0.098
H -0.37 -2.98 3.15 0.111
H -4.05 0.31 2.97 0.112
H -5.60 2.04 2.16 0.098
H -5.49 2.81 -0.19 0.097
H -3.89 1.75 -1.76 0.117
H -2.36 -0.01 -0.98 0.051
Cl 3.49 4.69 -2.99 0.618
C 2.84 3.47 -1.95 -0.724
C 3.59 2.98 -0.89 -0.718
Cl 5.18 3.60 -0.60 0.619
C 3.06 1.99 -0.05 -0.612
Cl 3.98 1.38 1.27 0.678
C 1.79 1.47 -0.27 -0.413
O 1.25 0.52 0.46 -0.250
C 1.00 2.01 -1.34 -0.393
O -0.24 1.57 -1.47 -0.241
C 1.55 2.98 -2.16 -0.612
Cl 0.58 3.58 -3.47 0.673
N -1.79 -4.62 -0.86 0.087
C -3.08 -4.32 -1.20 -0.095
C -3.27 -3.03 -0.81 -0.134
N -2.11 -2.54 -0.25 -0.013
C -1.24 -3.52 -0.31 -0.192
H -1.32 -5.48 -1.06 0.136
H -3.74 -5.02 -1.68 0.105
H -4.15 -2.41 -0.89 0.112
H -0.23 -3.46 0.05 0.137
O 2.30 -1.31 -1.52 0.080
C 1.29 -1.50 -2.17 -0.524
N 1.25 -2.14 -3.39 0.150
C -0.08 -2.17 -3.95 -0.272
C -0.86 -1.44 -2.80 -0.445
O -2.05 -1.19 -2.85 0.059
N -0.01 -1.17 -1.79 0.044
C -0.18 -1.38 -5.24 -0.134
C -0.10 -2.02 -6.48 -0.036
C -0.18 -1.28 -7.65 -0.092
C -0.36 0.09 -7.60 -0.099
C -0.42 0.73 -6.37 -0.068
C -0.33 0.00 -5.19 0.002
C -0.64 -3.58 -4.06 -0.150
C -1.92 -3.77 -4.57 -0.026
C -2.47 -5.04 -4.64 -0.087
C -1.74 -6.15 -4.22 -0.111
C -0.46 -5.97 -3.72 -0.111
C 0.09 -4.69 -3.64 -0.036
H 2.08 -2.29 -3.94 0.155
H 0.03 -3.09 -6.52 0.114
H -0.11 -1.78 -8.61 0.096
H -0.45 0.67 -8.51 0.095
H -0.54 1.81 -6.31 0.099
H -0.38 0.51 -4.24 0.113
H -2.50 -2.91 -4.88 0.126
H -3.47 -5.18 -5.04 0.101
H -2.17 -7.14 -4.28 0.094
H 0.12 -6.82 -3.40 0.097
H 1.08 -4.55 -3.23 0.111


Entry 3:
87
Properties=species:S:1:pos:R:3:lowdin_charge:R:1 method="wB97M-V/def2-TZVPD" e_lumo_ev="-4.3 / -4.4" spin_multiplicity=5 total_charge=+2 homo_lumo_gap_ev="8.3 / 8.4"
Cr 0.20 0.53 0.64 0.773
C -1.10 -1.69 5.52 -0.004
N -0.94 -1.59 4.07 -0.111
C -1.30 -2.56 3.18 -0.020
C -0.95 -2.09 1.94 -0.098
N -0.40 -0.85 2.08 -0.037
C -0.40 -0.56 3.38 -0.425
P 0.38 0.90 4.15 1.193
C 1.89 0.90 3.14 -0.444
N 1.98 0.72 1.82 -0.007
C 3.30 0.76 1.51 -0.077
C 4.02 0.96 2.65 -0.021
N 3.12 1.04 3.67 -0.117
C 3.46 1.28 5.07 -0.011
C -0.51 2.27 3.34 -0.457
N -0.49 2.54 2.04 0.052
C -1.18 3.71 1.89 -0.097
C -1.62 4.14 3.12 -0.031
N -1.19 3.22 4.03 -0.124
C -1.42 3.29 5.46 -0.014
H -1.84 -2.45 5.73 0.101
H -0.15 -1.96 5.98 0.102
H -1.44 -0.74 5.92 0.081
H -1.75 -3.48 3.49 0.134
H -1.08 -2.54 0.98 0.095
H 3.65 0.72 0.49 0.078
H 5.08 1.07 2.81 0.131
H 4.54 1.35 5.15 0.099
H 3.02 2.21 5.41 0.095
H 3.11 0.46 5.69 0.091
H -1.31 4.18 0.94 0.115
H -2.19 5.00 3.41 0.130
H -2.06 4.14 5.66 0.099
H -1.91 2.38 5.81 0.087
H -0.48 3.42 5.99 0.093
O -0.48 3.23 -2.28 0.040
C -0.52 2.36 -1.41 -0.585
O 0.51 1.84 -0.87 -0.126
C -1.86 1.84 -0.93 -0.206
C -3.05 2.37 -1.38 0.027
C -4.23 1.84 -0.90 -0.012
C -4.18 0.79 0.01 -0.021
C -2.94 0.32 0.41 -0.098
N -1.79 0.82 -0.05 0.033
H -3.02 3.18 -2.09 0.131
H -5.19 2.23 -1.23 0.123
H -5.07 0.34 0.41 0.118
H -2.86 -0.51 1.11 0.107
C -2.51 -2.61 -1.87 -0.175
N -1.22 -1.94 -1.67 -0.081
C -0.17 -2.95 -1.80 -0.188
N -0.19 -3.63 -3.09 -0.084
C -1.51 -4.26 -3.25 -0.160
N -2.60 -3.28 -3.16 -0.080
C -2.40 -2.28 -4.21 -0.156
N -1.10 -1.60 -4.08 -0.076
C -1.05 -0.97 -2.77 -0.185
C -0.05 -2.62 -4.14 -0.178
H -3.31 -1.87 -1.80 0.122
H -2.65 -3.35 -1.07 0.126
H -0.29 -3.70 -1.01 0.123
H 0.79 -2.45 -1.67 0.089
H -1.64 -5.01 -2.47 0.130
H -1.56 -4.76 -4.22 0.131
H -3.20 -1.54 -4.15 0.130
H -2.45 -2.77 -5.18 0.132
H -1.85 -0.23 -2.70 0.124
H -0.09 -0.48 -2.63 0.090
H 0.92 -2.12 -4.03 0.107
H -0.08 -3.11 -5.12 0.130
N 2.18 2.86 -3.17 0.147
C 2.09 1.44 -3.59 -0.172
P 2.98 0.44 -2.32 0.440
O 3.90 1.40 -1.67 -0.319
O 2.09 -0.50 -1.52 -0.373
C 3.92 -0.80 -3.36 -0.165
N 3.80 -2.11 -2.64 0.135
H 2.90 2.92 -2.43 0.132
H 1.26 3.16 -2.81 0.094
H 2.42 3.48 -3.95 0.171
H 2.60 1.33 -4.55 0.107
H 1.04 1.18 -3.71 0.099
H 4.97 -0.53 -3.45 0.109
H 3.49 -0.93 -4.34 0.099
H 2.98 -1.93 -1.99 0.104
H 4.63 -2.33 -2.09 0.169
H 3.61 -2.90 -3.26 0.164


Entry 4:
16
Properties=species:S:1:pos:R:3:lowdin_charge:R:1 method="wB97M-V/def2-TZVPD" e_lumo_ev=1.1 smiles=CCOC.N homo_lumo_gap_ev=10.1
C 1.52 0.69 -1.12 -0.097
C 1.20 -0.07 0.16 -0.371
O -0.02 0.09 0.73 -0.273
C -0.40 -0.62 2.04 -0.018
H 2.62 0.72 -1.27 0.079
H 1.19 0.10 -1.99 0.065
H 1.20 1.77 -1.14 0.094
H 1.93 0.40 0.93 0.136
H 1.32 -1.17 -0.05 0.129
H -1.05 0.16 2.64 0.118
H 0.53 -0.85 2.60 0.075
H -0.94 -1.57 1.87 0.072
N -2.36 0.21 -1.27 0.015
H -1.82 -0.09 -0.46 -0.018
H -1.85 0.63 -2.04 0.003
H -3.07 -0.40 -1.64 -0.009


Entry 5:
130
Properties=species:S:1:pos:R:3:lowdin_charge:R:1 method="wB97M-V/def2-TZVPD" e_lumo_ev=-2.4 homo_lumo_gap_ev=7.3
C -0.67 -1.24 0.55 0.019
C 0.28 -1.06 -0.61 -0.329
O 0.31 -2.05 -1.30 0.112
N 1.11 0.23 -0.81 0.118
H 0.38 0.96 -1.33 0.175
H 1.15 0.72 0.03 0.055
C 2.30 0.01 -1.64 0.001
H -1.61 -0.90 0.29 0.040
H -0.39 -0.90 1.54 0.072
H -0.95 -2.35 0.58 0.118
H 3.08 -0.34 -1.14 0.029
H 2.47 0.92 -2.09 0.067
H 2.33 -0.78 -2.46 0.115
C 2.38 5.52 -0.40 -0.024
C 1.03 5.85 -0.26 -0.332
O 0.73 6.98 0.28 0.071
N -0.10 4.92 -0.69 0.052
H -0.30 5.23 -1.78 0.252
H 0.16 3.87 -0.75 0.126
C -1.35 5.01 0.12 0.006
H 3.17 6.23 -0.57 0.101
H 2.77 4.68 -1.15 0.158
H 2.95 5.51 0.50 0.099
H -2.21 4.38 -0.21 0.120
H -1.72 6.03 0.26 0.107
H -0.88 4.63 0.95 0.057
N -0.42 2.63 -2.76 -0.551
O 0.85 2.85 -2.56 -0.081
O -1.00 1.97 -1.87 -0.054
O -1.04 3.17 -3.70 -0.010
N 1.19 2.28 1.73 -0.542
O 1.27 2.65 0.49 -0.102
O 1.19 1.06 1.93 -0.032
O 0.87 3.15 2.52 0.023
C 3.36 -3.80 0.17 -0.035
C 3.08 -3.60 1.60 -0.559
C 3.82 -2.41 2.08 -0.047
O 1.75 -3.34 1.76 0.006
H 4.43 -3.95 -0.01 0.112
H 2.90 -2.98 -0.28 0.057
H 2.86 -4.60 -0.25 0.062
H 3.31 -4.42 2.11 0.107
H 4.99 -2.43 2.00 0.119
H 3.70 -2.30 3.22 0.106
H 3.73 -1.45 1.54 0.068
H 1.40 -4.14 1.48 0.074
C -5.67 1.88 1.94 -0.010
C -4.17 1.58 1.68 -0.411
C -3.37 1.51 3.00 0.002
O -4.10 0.31 1.05 -0.091
H -5.99 1.19 2.61 0.054
H -6.25 1.82 1.12 0.028
H -5.67 2.90 2.38 0.102
H -3.70 2.10 0.87 0.112
H -2.46 1.24 3.01 -0.002
H -3.80 0.88 3.84 0.120
H -3.37 2.38 3.39 0.009
H -4.69 0.42 0.26 0.058
C -3.69 -0.56 -2.27 -0.020
C -4.73 0.53 -2.57 -0.361
C -6.17 0.12 -2.07 0.017
O -4.23 1.63 -1.75 -0.046
H -3.33 -1.03 -3.27 0.082
H -3.81 -1.19 -1.51 0.015
H -2.65 -0.04 -1.84 0.125
H -4.59 0.78 -3.50 0.055
H -6.88 0.92 -2.07 0.070
H -5.96 0.09 -1.03 0.044
H -6.52 -0.76 -2.51 0.071
H -3.61 2.06 -2.23 0.002
C -3.16 -3.01 4.48 -0.022
C -2.51 -3.35 3.14 -0.437
C -2.15 -4.89 3.13 -0.018
O -3.49 -3.23 2.18 -0.068
H -2.68 -3.08 5.28 -0.027
H -4.02 -3.75 4.59 0.112
H -3.76 -2.04 4.50 0.104
H -1.69 -2.89 2.76 0.071
H -1.40 -5.15 2.36 0.077
H -2.81 -5.72 3.02 0.076
H -1.69 -5.02 3.99 0.015
H -3.77 -2.42 1.72 0.088
C 0.18 -1.45 6.60 -0.069
C 0.53 -1.26 5.06 -0.376
C 1.67 -0.23 5.00 -0.064
O 1.08 -2.55 4.61 -0.077
H -0.89 -1.56 6.83 0.046
H 0.15 -0.44 7.24 0.106
H 0.91 -2.20 7.02 0.094
H -0.49 -1.13 4.38 0.171
H 2.57 -0.62 5.41 0.081
H 1.43 0.58 5.57 0.038
H 1.87 0.11 4.03 0.021
H 1.37 -2.62 3.75 -0.024
C 3.17 -3.70 -5.74 0.089
C 3.94 -3.30 -4.49 0.091
C 4.30 -1.91 -4.33 -0.411
O 4.93 -1.53 -3.31 0.068
C 3.80 -0.95 -5.33 0.041
C 3.04 -1.32 -6.46 0.024
C 2.74 -2.71 -6.72 -0.394
O 2.09 -3.12 -7.74 0.056
H 3.10 -4.74 -5.96 0.099
H 4.21 -4.02 -3.80 0.079
H 4.20 0.11 -5.29 0.141
H 2.71 -0.58 -7.16 0.115
C -2.79 -2.34 -5.81 0.054
C -1.37 -2.17 -5.37 0.079
C -0.95 -0.76 -4.94 -0.398
O 0.18 -0.51 -4.47 0.058
C -1.75 0.33 -5.37 0.049
C -3.13 0.15 -5.78 0.050
C -3.72 -1.17 -5.94 -0.439
O -4.87 -1.40 -6.30 0.097
H -3.22 -3.33 -6.09 0.118
H -0.69 -3.09 -5.19 0.134
H -1.50 1.35 -5.29 0.082
H -3.64 1.03 -5.99 0.095
C 5.68 4.06 2.35 0.024
C 5.95 2.96 1.34 0.079
C 5.10 1.74 1.44 -0.377
O 5.10 0.89 0.48 0.047
C 4.23 1.57 2.56 0.036
C 3.89 2.72 3.40 0.062
C 4.70 3.93 3.37 -0.445
O 4.35 4.90 4.10 0.065
H 6.52 4.96 2.23 0.170
H 6.62 3.12 0.47 0.114
H 3.51 0.89 2.58 0.029
H 3.10 2.66 4.30 0.173


Entry 6:
16
Properties=species:S:1:pos:R:3:lowdin_charge:R:1 method="wB97M-V/def2-TZVPD" e_lumo_ev=-4.8 smiles="C#[N+]/N=C(/C)CC" total_charge=+1 homo_lumo_gap_ev=10.9
C -3.08 -0.92 0.14 0.332
N -2.20 -0.17 0.13 0.066
N -1.31 0.77 0.28 0.151
C -0.12 0.63 -0.21 -0.292
C 0.77 1.82 0.06 0.033
C 0.48 -0.49 -0.83 -0.127
C 1.16 -1.18 0.40 -0.020
H -3.91 -1.54 0.27 0.113
H 0.98 2.38 -0.79 0.084
H 0.25 2.39 0.74 0.070
H 1.82 1.58 0.28 0.120
H 1.41 -0.16 -1.35 0.154
H -0.16 -1.15 -1.30 0.094
H 2.13 -0.94 0.61 0.061
H 0.70 -0.80 1.30 0.089
H 1.07 -2.21 0.27 0.073


Entry 7:
81
Properties=species:S:1:pos:R:3:lowdin_charge:R:1 method="wB97M-V/def2-TZVPD" e_lumo_ev="-5.8 / -5.8" total_charge=+1 homo_lumo_gap_ev="5.1 / 5.1"
Ca -0.30 -0.75 -0.51 1.109
C 1.29 0.74 -4.38 -0.039
C 1.31 -0.57 -3.67 -0.287
C 2.27 -0.82 -2.68 -0.045
C 2.45 -2.10 -2.16 -0.290
C 3.55 -2.39 -1.19 -0.057
C 1.63 -3.13 -2.62 -0.047
C 0.63 -2.90 -3.55 -0.303
C -0.24 -4.00 -4.07 -0.060
C 0.47 -1.61 -4.05 -0.022
H 2.16 0.80 -5.03 0.098
H 1.34 1.59 -3.70 0.060
H 0.40 0.85 -5.01 0.079
H 2.97 -0.03 -2.42 0.118
H 4.39 -2.87 -1.71 0.093
H 3.21 -3.07 -0.41 0.063
H 3.93 -1.48 -0.73 0.076
H 1.83 -4.14 -2.28 0.114
H 0.21 -4.45 -4.96 0.094
H -1.22 -3.60 -4.35 0.085
H -0.39 -4.78 -3.33 0.045
H -0.27 -1.43 -4.82 0.125
F 1.36 6.23 0.23 0.157
C 0.26 5.91 -0.46 -0.605
F 0.41 6.45 -1.69 0.155
F -0.78 6.50 0.11 0.156
C 0.11 4.41 -0.56 -0.093
C -1.06 3.76 -0.18 0.038
C -1.11 2.38 -0.29 -0.123
N -0.10 1.64 -0.74 -0.048
C 1.01 2.27 -1.09 -0.132
C 1.17 3.64 -1.03 0.037
H -1.90 4.32 0.21 0.133
H -2.00 1.84 0.01 0.106
H 1.83 1.63 -1.40 0.097
H 2.09 4.11 -1.33 0.136
S -2.28 0.34 3.82 0.729
C -1.82 -0.12 2.36 -0.911
N -1.42 -0.43 1.31 -0.095
Br -6.19 -0.10 -0.72 0.791
C -4.57 0.18 -1.66 -0.645
C -4.55 0.94 -2.82 -0.081
C -3.33 1.12 -3.45 -0.027
C -2.19 0.56 -2.88 -0.140
N -2.22 -0.19 -1.78 -0.075
C -3.39 -0.38 -1.19 -0.210
H -5.45 1.37 -3.22 0.115
H -3.26 1.69 -4.36 0.116
H -1.22 0.70 -3.33 0.087
H -3.39 -1.01 -0.30 0.088
F 1.18 1.31 1.61 0.093
C 0.79 1.55 2.88 -0.127
C 0.49 2.83 3.23 -0.104
F 0.58 3.77 2.28 0.132
C 0.09 3.18 4.55 -0.007
C 0.07 2.10 5.49 -0.152
C 0.39 0.82 5.14 -0.201
F 0.36 -0.15 6.05 0.143
C 0.75 0.46 3.80 -0.065
C 1.06 -0.84 3.38 -0.125
C 1.24 -1.16 2.03 -0.160
N 1.40 -1.47 0.93 0.131
C 1.13 -1.96 4.23 -0.158
N 1.22 -2.92 4.85 0.221
F -0.30 2.36 6.74 0.149
C -0.26 4.49 4.89 -0.096
C -0.68 4.90 6.17 -0.156
N -1.03 5.32 7.18 0.241
C -0.19 5.55 3.97 -0.153
N -0.15 6.44 3.25 0.246
S -1.25 -3.33 -0.85 0.689
C -0.37 -4.17 0.28 -0.804
N 0.35 -5.27 -0.15 0.081
C 1.05 -6.04 0.69 -0.040
C 1.02 -5.76 2.03 -0.008
C 0.23 -4.66 2.43 -0.094
N -0.39 -3.88 1.59 0.085
H 0.30 -5.47 -1.15 0.130
H 1.61 -6.87 0.27 0.140
H 1.57 -6.33 2.75 0.114
H 0.10 -4.43 3.48 0.090


Entry 8:
20
Properties=species:S:1:pos:R:3:lowdin_charge:R:1 method="wB97M-V/def2-TZVPD" e_lumo_ev="0.9 / -0.1" spin_multiplicity=3 homo_lumo_gap_ev="6.7 / 9.1"
B 1.01 0.16 -0.81 -0.086
C 2.32 2.03 0.06 -0.126
C 0.14 1.47 1.12 -0.059
C -0.79 -2.28 0.52 -0.154
C -2.19 -1.19 -1.01 -0.194
N 1.22 1.10 0.17 -0.229
N -1.33 -1.03 0.09 -0.107
H 1.49 0.05 -1.85 -0.012
H 3.02 1.83 -0.89 0.121
H 2.20 3.09 -0.04 0.057
H 2.98 1.76 0.96 0.105
H -0.89 1.24 0.64 0.096
H 0.31 0.83 1.94 0.072
H 0.27 2.47 1.30 0.042
H -0.57 -2.92 -0.29 0.058
H -0.09 -2.20 1.29 0.056
H -1.66 -2.75 0.93 0.088
H -1.97 -2.22 -1.53 0.103
H -3.32 -1.04 -0.84 0.106
H -2.15 -0.39 -1.75 0.062


Electronic energy values, unit Eh, following the record order: -416.612917, -5629.861262, -3755.076908, -250.827788, -3174.472899, -305.042292, -6664.072546, -294.350706.
Energy relative to the best compared isomer or geometry (same formula, charge and spin) values, unit kcal per mole, following the record order: 83.16, 59.46, 0.00, 43.21, 0.00, 117.81, 38.84, 10.39.